# 1
C47H32Cl2F2FeN2O2P | the ωB97M-V functional and the def2-TZVPD basis

As for the net charge: -1. Its multiplicity is 1. The calculation puts the maximum force at 1.39 eV/Å. The total energy is -130493.3878 eV. The HOMO-LUMO gap (alpha / beta) is 6.7 / 6.7 eV. For the HOMO energy (alpha / beta), the calculation gives -4.20 / -4.19 eV.

Last column: Mulliken charge in e.
Positions of all 89 atoms, in Å:
Fe  -0.9521  0.4522  1.2693  -0.638
Cl  2.5111  1.5044  -1.7519  -0.039
Cl  4.9452  -3.3738  -1.0354  -0.250
P  -1.9240  0.4400  -1.0428  1.145
F  3.1599  0.3750  4.6575  -0.387
F  -1.1602  0.1849  6.4090  -0.387
O  -0.7720  -1.7189  1.3586  -0.809
O  0.6982  -0.4048  0.4368  0.256
N  3.4117  -0.7112  -0.0940  0.099
N  -2.5720  0.6169  2.3864  0.442
C  4.2668  -1.0861  -4.2063  -0.606
C  -0.0385  0.5385  2.9120  0.582
C  1.3461  0.5305  3.1590  0.487
C  3.3257  0.0814  -2.3337  0.451
C  -3.9210  -0.4610  -2.9029  -0.254
C  1.2984  -2.7320  0.5797  -1.480
C  -4.6608  0.7617  4.1898  -0.348
C  -0.4601  3.4566  -3.4105  -1.083
C  -0.8954  0.4625  4.0403  -0.854
C  0.8124  4.3942  1.1386  -1.243
C  -1.5497  -2.2561  -1.5235  -0.364
C  -1.0988  -0.9813  -1.8751  0.240
C  0.3437  -1.5600  0.8151  1.118
C  3.5949  0.0096  -3.6816  -0.550
C  4.3867  -2.0144  -1.9838  0.992
C  -2.3132  0.5620  3.7180  0.521
C  0.1840  3.2085  1.5632  0.376
C  0.8531  4.7342  -0.1819  -0.969
C  -4.3763  1.5254  -1.6409  -0.670
C  -0.4289  2.2881  0.7224  -0.959
C  4.6577  -2.0919  -3.3439  -0.672
C  2.8528  -3.3932  2.4300  -1.067
C  1.8197  0.3892  4.4386  0.423
C  0.9992  0.2555  5.5512  -1.218
C  -1.0829  1.9182  -1.6620  0.356
C  -1.0378  -3.3871  -2.1359  -0.781
C  3.7037  -0.9271  -1.4120  -0.415
C  -0.0462  -3.2672  -3.1014  -0.729
C  -5.9992  0.7179  -3.2142  -0.521
C  -4.9121  0.7913  2.8253  -1.201
C  -1.1313  2.2974  -2.9802  0.109
C  2.5961  -2.5610  1.3446  1.299
C  3.5762  -1.6117  0.9993  -0.433
C  0.1971  4.2233  -2.4914  -0.801
C  4.0162  -3.2784  3.1743  -0.705
C  -3.5147  0.4694  -1.9518  1.030
C  0.2192  3.8858  -1.1172  1.894
C  -5.6035  1.6546  -2.2665  -0.842
C  -0.1084  -0.8726  -2.8450  -0.353
C  -0.4171  2.6957  -0.6631  -0.521
C  4.7202  -1.4763  1.7720  -0.099
C  4.9489  -2.3099  2.8506  -0.720
C  -5.1555  -0.3347  -3.5274  -0.698
C  -0.3535  0.3049  5.3134  0.924
C  -3.8323  0.7230  1.9685  -0.228
C  -3.3629  0.6453  4.6417  -1.315
C  0.4224  -2.0087  -3.4463  -0.597
H  -5.9138  0.8755  2.4287  0.453
H  0.2759  0.1026  -3.1114  0.268
H  -5.4735  0.8302  4.9021  0.400
H  -1.3978  -4.3654  -1.8430  0.455
H  0.3713  -4.1496  -3.5697  0.342
H  3.2717  0.8255  -4.3141  0.416
H  0.7033  5.1312  -2.8024  0.363
H  0.2108  3.0084  2.6289  0.421
H  2.1102  -4.1336  2.7027  0.386
H  -6.2515  2.4840  -2.0131  0.402
H  -5.4526  -1.0675  -4.2676  0.412
H  -1.6822  1.6988  -3.6981  0.546
H  5.8489  -2.1945  3.4411  0.396
H  -3.2742  -1.2867  -3.1668  0.305
H  -3.9645  0.7502  0.8945  0.527
H  4.4802  -1.1516  -5.2638  0.384
H  0.7936  -3.6343  0.9260  0.592
H  5.4329  -0.7100  1.4973  0.482
H  1.4763  -2.8400  -0.4922  0.032
H  2.5538  -0.1610  0.0156  -0.432
H  -2.2942  -2.3628  -0.7440  0.313
H  1.3422  5.6385  -0.5251  0.360
H  4.1795  -3.9364  4.0187  0.378
H  2.0519  0.6313  2.3461  0.514
H  5.1835  -2.9643  -3.7054  0.420
H  1.3940  0.1348  6.5481  0.481
H  1.2146  -1.9104  -4.1796  0.325
H  -3.1470  0.6242  5.6961  0.513
H  -0.4772  3.7381  -4.4561  0.415
H  -4.0715  2.2646  -0.9068  0.429
H  -6.9593  0.8116  -3.7055  0.366
H  1.2776  5.0397  1.8766  0.398

Cartesian forces (eV/Å) of the 2 atoms listed first:
Fe -0.502 -0.444 -1.222
Cl 0.049 -0.140 0.011

# 2
C4H8ClNOS | the ωB97M-V functional and the def2-TZVPD basis

Its multiplicity is 3. The calculation puts the maximum force at 3.20 eV/Å. The total energy is -31167.6962 eV. The HOMO-LUMO gap (alpha / beta) is 7.7 / 7.4 eV. Its expectation value of S² is 2.01. For the HOMO energy (alpha / beta), the calculation gives -7.64 / -9.52 eV.

Last column: Löwdin spin population.
Positions of all 16 atoms, in Å:
Cl  -2.4892  -1.8311  -0.1355  0.635
S  -2.1650  1.6787  -0.6666  0.008
O  3.1762  -0.3315  -1.0624  0.290
N  -0.2973  -1.4045  0.0862  0.197
C  0.2955  0.6763  1.5569  0.026
C  -0.2648  -0.1048  0.3222  0.167
C  -0.4925  0.8231  -0.8560  0.014
C  2.1657  -0.8765  -0.9431  0.547
H  1.5391  -1.6004  -1.4311  0.096
H  1.3465  1.1216  1.1518  0.008
H  0.3383  1.4568  -0.7883  0.004
H  0.6487  -0.0682  2.3159  0.000
H  -0.4720  0.2363  -1.8230  0.001
H  -0.2666  -1.9880  0.9727  -0.002
H  -2.8568  0.5581  -0.6593  0.001
H  -0.2059  1.6541  1.9596  0.008

Cartesian forces (eV/Å) of the 2 atoms listed first:
Cl -0.606 -0.402 -0.259
S 1.659 0.509 -0.124

# 3
C27H36N3O2 | the ωB97M-V functional and the def2-TZVPD basis

As for the net charge: +1. Its multiplicity is 1. The calculation puts the maximum force at 2.49 eV/Å. The total energy is -37141.6897 eV. The HOMO-LUMO gap is 5.8 eV. For the HOMO energy, the calculation gives -10.46 eV.

Last column: natural (NBO) charge in e.
Positions of all 68 atoms, in Å:
O  -4.7395  3.9943  -5.1905  -0.460
O  0.8577  1.5993  5.3607  -0.572
N  -0.9220  1.6592  3.8971  -0.454
N  0.0610  2.4241  2.0116  -0.332
N  1.4198  1.8470  -3.5961  -0.669
C  -1.2627  2.0215  2.5231  0.331
C  -1.9079  1.1737  4.8364  -0.422
C  4.0711  2.2564  3.9934  -0.161
C  -0.4886  3.3360  -1.5590  0.022
C  -3.9959  3.3090  -2.9640  -0.322
C  2.2311  1.3234  2.5563  -0.416
C  -2.4626  4.2539  -4.6215  -0.268
C  0.3216  2.8380  0.7502  0.225
C  1.3648  2.2154  -4.9749  -0.205
C  -6.0815  3.5947  -4.8349  -0.264
C  4.5087  -0.2426  5.1704  -0.193
C  0.3881  1.8109  4.2454  0.678
C  -1.6028  3.5286  -2.4486  -0.212
C  -3.7690  3.8468  -4.2538  0.394
C  -1.8233  0.7894  1.8002  -0.639
C  3.5799  -0.1141  4.1361  -0.194
C  1.1338  2.2904  2.9993  -0.122
C  5.0137  2.1201  5.0164  -0.212
C  2.6354  1.6202  -5.6252  -0.411
C  3.3508  0.8106  -4.5138  -0.411
C  2.4787  0.9520  -3.2447  -0.205
C  -1.4237  4.1194  -3.7323  -0.102
C  5.2220  0.8739  5.6184  -0.203
C  -0.6566  2.9472  -0.2297  -0.384
C  -2.2861  3.1660  2.5516  -0.640
C  3.3225  1.1487  3.5896  -0.048
C  -2.9329  3.1677  -2.0899  -0.054
H  3.4455  -0.2407  -4.7921  0.218
H  -0.4318  4.4820  -4.0098  0.232
H  -1.9282  3.9595  3.2204  0.237
H  -3.1519  2.7639  -1.1017  0.199
H  -1.6681  2.7085  0.0800  0.218
H  3.8928  3.2258  3.5169  0.191
H  -1.1357  -0.0567  1.9346  0.234
H  -2.3833  0.2604  4.4563  0.204
H  2.6590  1.7094  1.6196  0.213
H  0.6036  1.9199  -3.0142  0.368
H  2.0934  -0.0273  -2.9099  0.172
H  0.5103  3.5847  -1.9303  0.244
H  -2.7999  0.5367  2.2294  0.236
H  -5.0028  3.0162  -2.6595  0.237
H  2.3626  0.9807  -6.4666  0.218
H  -6.4536  4.1872  -3.9863  0.190
H  -2.6896  1.9263  4.9968  0.205
H  -6.1220  2.5230  -4.5904  0.190
H  -3.2418  2.7844  2.9310  0.236
H  4.3442  1.2247  -4.3267  0.214
H  -6.6637  3.8039  -5.7317  0.223
H  1.7637  0.3491  2.3358  0.221
H  5.5713  2.9942  5.3496  0.221
H  -2.4512  3.5940  1.5623  0.219
H  -1.9473  0.9678  0.7314  0.219
H  3.0816  1.3492  -2.4129  0.168
H  1.3491  3.3120  -5.0912  0.165
H  4.6622  -1.2179  5.6334  0.223
H  1.3591  3.1076  0.5337  0.232
H  -2.3243  4.6813  -5.6121  0.250
H  0.4437  1.8503  -5.4673  0.174
H  -1.4151  0.9552  5.7855  0.266
H  3.0174  -0.9762  3.7673  0.210
H  3.2808  2.4269  -5.9793  0.215
H  1.5749  3.2790  3.2203  0.239
H  5.9482  0.7711  6.4243  0.225

Cartesian forces (eV/Å) of the 2 atoms listed first:
O 0.566 -0.236 1.055
O -0.528 0.342 -1.808

# 4
C28H28N4O2W | the ωB97M-V functional and the def2-TZVPD basis

As for the net charge: +2. Its multiplicity is 1. The calculation puts the maximum force at 0.56 eV/Å. The total energy is -41355.0469 eV. The HOMO-LUMO gap is 5.4 eV. For the HOMO energy, the calculation gives -13.52 eV.

Last column: natural (NBO) charge in e.
Positions of all 63 atoms, in Å:
W  0.1188  0.3504  0.9111  1.704
O  2.8569  2.6254  -3.4030  -0.630
O  1.9177  0.8813  0.3524  -0.695
N  1.1150  1.5899  -1.6450  -0.421
N  -0.0238  1.1841  -1.0185  -0.285
N  -1.9782  0.4284  0.4027  -0.485
N  -1.9369  -3.5297  -1.2583  -0.427
C  -2.7458  -3.5029  -2.4588  -0.409
C  5.0759  2.7916  -2.7276  -0.272
C  0.7234  -3.8940  0.1866  -0.169
C  0.6243  2.7986  1.9833  -0.229
C  1.5571  -3.9942  1.3049  -0.092
C  0.3111  -1.6029  0.7071  -0.408
C  -1.7868  3.1101  2.2361  -0.236
C  0.0812  -2.7117  -0.1266  0.071
C  2.1487  1.3985  -0.8565  0.594
C  0.5547  1.5755  2.7101  -0.340
C  -1.1711  1.4831  -1.5212  0.143
C  3.7639  2.4030  -2.4523  0.403
C  -4.2961  -0.0270  0.7515  -0.205
C  -2.9692  -0.0967  1.1356  0.084
C  3.4729  1.8077  -1.2000  -0.218
C  5.7956  1.9992  -0.5547  -0.245
C  -1.8878  1.9396  2.9140  -0.137
C  1.1730  -1.7143  1.8185  -0.131
C  6.0681  2.5931  -1.7978  -0.099
C  1.7885  -2.9089  2.1410  -0.215
C  -0.5302  3.4852  1.6810  -0.115
C  -2.3058  1.0408  -0.7632  0.111
C  -0.7499  1.0606  2.9981  -0.364
C  -4.6336  0.6581  -0.4053  -0.115
C  -2.7119  -3.5360  -0.0355  -0.411
C  -3.6174  1.2035  -1.1717  -0.165
C  -0.8110  -2.6334  -1.3364  -0.240
C  4.5180  1.6119  -0.2663  -0.139
H  1.4432  1.1757  3.1851  0.249
H  7.0792  2.9005  -2.0305  0.240
H  1.5935  3.1854  1.7003  0.262
H  4.2880  1.1479  0.6825  0.222
H  -0.4629  4.4002  1.1049  0.251
H  -2.6288  3.7825  2.1452  0.252
H  1.3933  -0.8479  2.4652  0.231
H  6.5901  1.8494  0.1621  0.238
H  -3.2997  -4.4516  0.0113  0.229
H  -5.6675  0.7611  -0.7052  0.262
H  -0.8227  0.2040  3.6611  0.259
H  -1.0974  -1.5786  -1.5250  0.143
H  2.4370  -2.9946  3.0011  0.252
H  -2.8119  1.6597  3.4020  0.245
H  0.5656  -4.7606  -0.4436  0.256
H  -3.4161  -2.6879  0.0350  0.149
H  -3.8276  1.7344  -2.0909  0.259
H  -3.5988  -4.1678  -2.3390  0.223
H  -2.6872  -0.5893  2.0549  0.232
H  1.9764  2.3338  -3.1124  0.507
H  -2.1645  -3.8444  -3.3157  0.217
H  -0.2196  -2.9437  -2.2041  0.235
H  -1.2504  2.0491  -2.4416  0.254
H  -2.0612  -3.5167  0.8387  0.196
H  -3.1280  -2.4912  -2.6822  0.157
H  5.2781  3.2464  -3.6876  0.252
H  2.0421  -4.9379  1.5189  0.251
H  -5.0514  -0.4856  1.3742  0.264

Cartesian forces (eV/Å) of the 2 atoms listed first:
W 0.277 -0.193 -0.446
O -0.006 0.014 -0.019

# 5
C5H11NO | the ωB97M-V functional and the def2-TZVPD basis

Its multiplicity is 1. The calculation puts the maximum force at 0.49 eV/Å. The total energy is -8901.2781 eV. The HOMO-LUMO gap is 10.6 eV. Its SMILES is CC[C@@H](C)NC=O. For the HOMO energy, the calculation gives -9.73 eV.

Last column: natural (NBO) charge in e.
Positions of all 18 atoms, in Å:
O  2.3267  -0.6172  -1.7226  -0.617
N  0.9884  -0.7437  0.1346  -0.618
C  1.8815  -1.2253  -0.7672  0.533
C  -1.7636  -0.7145  -0.5558  -0.609
C  0.4190  1.2235  1.4590  -0.610
C  0.4120  0.5913  0.0668  -0.064
C  -1.0133  0.6217  -0.5550  -0.409
H  0.6943  -1.3581  0.8837  0.392
H  0.0732  2.2621  1.4056  0.217
H  1.4227  1.2189  1.8965  0.217
H  -1.5367  -1.3285  0.3239  0.192
H  -2.8466  -0.5545  -0.5656  0.215
H  -1.6053  1.3678  -0.0085  0.201
H  -1.5070  -1.3119  -1.4366  0.213
H  2.1739  -2.2663  -0.5304  0.106
H  1.0847  1.1577  -0.5833  0.230
H  -0.2564  0.6866  2.1394  0.198
H  -0.9474  0.9904  -1.5846  0.214

Cartesian forces (eV/Å) of the 2 atoms listed first:
O -0.244 -0.196 0.379
N 0.041 -0.092 -0.009

# 6
C7H12Se | the ωB97M-V functional and the def2-TZVPD basis

Its multiplicity is 1. The calculation puts the maximum force at 3.31 eV/Å. The total energy is -72796.8724 eV. The HOMO-LUMO gap is 9.6 eV. Its SMILES is C=C(C)C/C=C\C[SeH]. For the HOMO energy, the calculation gives -8.93 eV.

Last column: natural (NBO) charge in e.
Positions of all 20 atoms, in Å:
Se  4.0756  -0.0319  0.2300  0.067
C  -2.6990  0.8607  -0.1788  -0.418
C  1.4596  -0.7991  -1.0230  -0.207
C  -0.2284  1.0011  -0.4688  -0.490
C  2.2126  -0.6653  0.2511  -0.623
C  0.4065  -0.0506  -1.3544  -0.176
C  -1.4985  0.4329  0.1774  0.027
C  -1.4722  -0.7284  1.1102  -0.647
H  0.0290  -0.0267  -2.4503  0.219
H  1.9574  -1.6572  0.7344  0.234
H  1.6790  -1.7366  -1.6844  0.210
H  -2.9063  1.8392  -0.6770  0.190
H  -3.7302  0.4073  -0.0207  0.201
H  1.6087  0.0097  0.8552  0.223
H  3.7279  1.2870  0.9439  0.088
H  -0.6815  -1.5160  0.9184  0.212
H  0.3643  1.2779  0.4525  0.216
H  -2.4285  -1.1824  1.1309  0.224
H  -0.6601  1.7054  -1.1504  0.236
H  -1.2159  -0.4269  2.2041  0.214

Cartesian forces (eV/Å) of the 2 atoms listed first:
Se -0.765 0.784 0.614
C -2.592 1.538 -0.816